Entry 1:
# C54H64CoN6OP2S

A molecular structure, C54H64CoN6OP2S in a non-equilibrium geometry (wB97M-V/def2-TZVPD, the Open Molecules 2025 dataset).

Cartesian coordinates (Å):
Co -0.29928 -0.19068 0.00183
C -1.27463 -5.44651 4.04137
C -2.29806 -4.35670 3.66343
C -3.63439 -4.64691 4.36402
C -1.74642 -3.01209 4.10858
C -1.66948 -2.66958 5.45379
C -1.11655 -1.47049 5.87234
C -0.61121 -0.57743 4.94557
C -0.66650 -0.89189 3.59398
P 0.07432 0.20250 2.32687
C 1.83773 0.03458 2.76016
C 2.41051 0.64321 3.87592
C 3.74360 0.41578 4.17615
C 4.51249 -0.41714 3.37450
C 3.94134 -1.04335 2.27753
C 2.60795 -0.82165 1.97526
C -0.45774 1.81866 2.98079
C 0.39770 2.92007 3.02925
C -0.07299 4.14308 3.48215
C -1.39870 4.28243 3.86876
C -2.25968 3.19492 3.80515
C -1.79375 1.96957 3.35603
C -1.23018 -2.09962 3.19752
O -1.22410 -2.31554 1.84381
C -1.94562 -3.36884 1.34861
C -2.09512 -3.37193 -0.03361
C -2.78080 -4.41546 -0.64255
C -3.31674 -5.42330 0.13588
C -3.16618 -5.39370 1.51296
C -2.48485 -4.36613 2.15421
P -1.34075 -2.04265 -1.04793
C -0.31786 -3.12913 -2.09650
C -0.76653 -3.75566 -3.25500
C 0.02635 -4.71239 -3.87363
C 1.26378 -5.04861 -3.34318
C 1.71502 -4.42576 -2.18734
C 0.92827 -3.46868 -1.56926
C -2.79851 -1.54058 -2.02043
C -4.00748 -1.38702 -1.33868
C -5.13756 -0.94190 -2.00567
C -5.06592 -0.61792 -3.35393
C -3.86628 -0.75915 -4.03643
C -2.73481 -1.21396 -3.37486
H -1.12997 -5.46763 5.12201
H -0.30937 -5.25519 3.57034
H -1.62850 -6.42766 3.72298
H -3.51055 -4.67168 5.44516
H -4.02122 -5.62047 4.06934
H -4.37807 -3.88726 4.12098
H -2.03825 -3.36006 6.20004
H -1.07331 -1.23550 6.92699
H -0.17982 0.35758 5.27550
H 1.82785 1.29426 4.51243
H 4.18242 0.89197 5.04285
H 5.55546 -0.58032 3.60991
H 4.53558 -1.70198 1.65800
H 2.15241 -1.31788 1.12459
H 1.42489 2.82025 2.70205
H 0.59760 4.99063 3.53166
H -1.76331 5.24039 4.21475
H -3.29162 3.29777 4.11390
H -2.46475 1.11916 3.30717
H -2.89731 -4.43724 -1.71729
H -3.85589 -6.23671 -0.33007
H -3.58561 -6.20187 2.09635
H -1.73413 -3.51937 -3.67688
H -0.33977 -5.21330 -4.76028
H 1.87543 -5.79684 -3.82943
H 2.67241 -4.69591 -1.76143
H 1.27422 -2.97536 -0.66594
H -4.05856 -1.61433 -0.27969
H -6.07464 -0.85023 -1.47262
H -5.94287 -0.25061 -3.87003
H -3.80836 -0.50901 -5.08774
H -1.80059 -1.30533 -3.91528
C -2.68465 1.83138 -0.29699
N -1.27276 1.64758 -0.76132
C -1.28996 1.72156 -2.25376
N -1.86070 2.95747 -2.74319
C -3.23346 3.08101 -2.23786
N -3.25383 3.07300 -0.77425
C -2.44841 4.19725 -0.29031
N -1.06775 4.08851 -0.77145
C -0.50677 2.84614 -0.29072
C -1.07468 4.08196 -2.23304
H -2.69079 1.83274 0.79388
H -3.28433 1.00262 -0.66875
H -1.88166 0.89414 -2.63260
H -0.26472 1.63804 -2.61692
H -3.83130 2.24836 -2.61410
H -3.65697 4.01950 -2.59533
H -2.44877 4.19739 0.80150
H -2.88283 5.12953 -0.65094
H -0.52569 2.86070 0.79066
H 0.52156 2.75055 -0.63710
H -0.04689 3.99191 -2.59507
H -1.50308 5.01528 -2.59809
C 5.53078 2.79652 -3.64923
C 5.55552 3.76422 -2.46546
C 4.19161 4.17663 -1.90090
C 3.33083 3.02996 -1.37594
N 2.70318 2.32855 -2.49937
C 2.14923 1.11851 -2.49542
S 1.85215 0.31835 -0.99792
N 1.90890 0.55797 -3.67580
C 1.31391 -0.74904 -3.90201
C 1.53343 -1.21770 -5.33740
C 2.90636 -1.85004 -5.58760
C 4.10318 -0.94589 -5.29865
H 6.54480 2.65346 -4.02027
H 4.93619 3.19050 -4.47951
H 5.15109 1.81285 -3.36595
H 6.06427 4.67771 -2.77745
H 6.15362 3.32514 -1.66350
H 3.62203 4.72809 -2.65778
H 4.36730 4.86518 -1.07412
H 2.55775 3.42539 -0.71411
H 3.93204 2.32358 -0.79950
H 2.92137 2.72260 -3.40379
H 2.21273 1.05120 -4.50394
H 0.24526 -0.68408 -3.68102
H 1.74699 -1.46338 -3.20237
H 1.36307 -0.37839 -6.02150
H 0.77292 -1.96857 -5.55488
H 2.94550 -2.16431 -6.63193
H 2.98402 -2.75484 -4.97873
H 4.07571 -0.03890 -5.90863
H 5.02877 -1.46927 -5.53506
H 4.14821 -0.66277 -4.24576

Cartesian forces (eV/Å) of the 2 atoms listed first:
0.015 1.287 -0.952
-0.036 0.036 -0.008

The LUMO energy (spin up / spin down) is -4.350 / -5.762 eV. The multiplicity is 4. Its energy is -135055.000 eV. The HOMO energy (spin up / spin down) comes out at -12.88 / -12.88 eV. As for the charge: +2. The expectation value of S² is 3.76.



Entry 2:
# C54H66BN6O6PSSn

A molecular structure, C54H66BN6O6PSSn (wB97M-V/def2-TZVPD, the Open Molecules 2025 dataset).

Cartesian coordinates (Å):
Sn 0.15864 -0.45018 -0.44358
C -3.64466 1.13090 6.44329
C -2.39877 1.93489 6.06696
C -2.84204 3.35340 5.68910
C -1.46939 2.00113 7.28641
C -1.63630 1.29549 4.90810
C -1.90724 0.01658 4.43880
C -1.17472 -0.47998 3.36810
N -0.20580 0.19153 2.77417
C 0.08217 1.40718 3.22613
C -0.60896 1.99319 4.28104
C 1.14882 2.15217 2.49347
C 1.85385 3.18523 3.09666
C 2.73637 3.95770 2.35236
C 2.87040 3.63497 1.01006
C 2.13401 2.57645 0.49528
N 1.30134 1.83957 1.20729
C 3.44939 5.13601 3.00708
C 4.23616 4.65692 4.23272
C 2.38770 6.15649 3.44072
C 4.42265 5.82192 2.04845
H -4.21902 1.67635 7.19622
H -3.38552 0.15722 6.86324
H -4.28776 0.96623 5.57733
H -3.43050 3.78754 6.50267
H -3.45350 3.34194 4.78570
H -1.99440 4.01192 5.50229
H -1.99021 2.44002 8.14296
H -0.58942 2.60938 7.07096
H -1.12457 1.00304 7.56327
H -2.68869 -0.59517 4.86758
H -1.39017 -1.46186 2.95706
H -0.38205 3.01112 4.56643
H 1.68987 3.40159 4.14396
H 3.51903 4.19158 0.34774
H 2.20855 2.31904 -0.55855
H 3.58018 4.21121 4.98068
H 4.75647 5.49924 4.69806
H 4.97609 3.90555 3.95024
H 1.73581 5.74249 4.21069
H 1.75380 6.43569 2.59798
H 2.86639 7.05535 3.84248
H 5.17862 5.12644 1.67865
H 4.93466 6.63572 2.56820
H 3.90242 6.24851 1.18925
O 2.95070 -2.32351 2.69209
C 2.26605 -1.95450 1.77038
N 1.60782 -1.61437 0.85042
C 4.75242 -2.13250 -3.52351
C 3.98695 -0.87864 -3.13438
C 4.96246 0.25774 -2.83493
O 3.23576 -1.12145 -1.93707
B 2.01811 -0.42278 -1.99826
O 1.91873 0.14517 -3.27500
C 2.87752 -0.47583 -4.13529
C 3.30640 0.51644 -5.20470
C 2.18457 -1.67818 -4.77385
H 5.54653 -2.32505 -2.79946
H 5.21342 -2.00822 -4.50864
H 4.09881 -3.00243 -3.55053
H 5.56748 -0.02866 -1.97398
H 4.42232 1.17029 -2.58006
H 5.62642 0.46268 -3.67931
H 3.61225 1.46165 -4.75870
H 2.46975 0.71196 -5.87757
H 4.13581 0.12016 -5.79810
H 1.94569 -2.43071 -4.01938
H 2.79516 -2.13889 -5.55548
H 1.24301 -1.33317 -5.20389
N -0.69717 -2.35770 -1.08768
P -0.62764 -3.86385 -1.21899
C -1.29295 -4.79428 0.22691
C -2.62234 -4.58380 0.59625
C -3.11864 -5.07256 1.79262
C -2.28263 -5.76883 2.65795
C -0.95569 -5.97012 2.31314
C -0.46614 -5.48764 1.10573
C -1.60207 -4.50019 -2.65063
C -1.34421 -3.86730 -3.86809
C -2.07735 -4.17983 -4.99938
C -3.09543 -5.12547 -4.93169
C -3.36500 -5.75723 -3.72888
C -2.61993 -5.44625 -2.59497
C 0.97118 -4.72375 -1.49653
C 2.14630 -4.05820 -1.17012
C 3.37159 -4.69985 -1.31675
C 3.43184 -5.99374 -1.81023
C 2.25870 -6.65816 -2.15646
C 1.03693 -6.02514 -1.99511
H -3.27236 -4.00426 -0.04999
H -4.15240 -4.88924 2.06080
H -2.66199 -6.13346 3.60531
H -0.28810 -6.48580 2.99288
H 0.57867 -5.63290 0.86137
H -0.58406 -3.09335 -3.90864
H -1.86680 -3.67094 -5.93253
H -3.68238 -5.35718 -5.81292
H -4.16079 -6.49049 -3.66459
H -2.83112 -5.95668 -1.66299
H 2.10330 -3.04856 -0.77474
H 4.27641 -4.17460 -1.03580
H 4.38983 -6.48791 -1.92713
H 2.29888 -7.66819 -2.54849
H 0.12415 -6.54874 -2.25923
S -5.19368 -0.65527 -0.80263
C -5.37592 0.78043 0.11555
C -4.27455 0.96660 0.88616
N -3.31206 -0.00021 0.78566
C -3.64830 -0.90428 -0.07336
H -6.22620 1.43102 0.00171
H -4.08143 1.82578 1.51187
H -2.98537 -1.71157 -0.36729
C -3.07236 0.27165 -4.36868
C -2.24825 1.55672 -4.58800
C -0.98654 1.31926 -3.73107
O -1.00600 -0.05992 -3.37809
C -2.37803 -0.34036 -3.15739
H -2.98732 -0.40352 -5.22505
H -4.12944 0.47317 -4.18935
H -2.78259 2.43148 -4.21783
H -2.00961 1.71135 -5.64300
H -1.04683 1.92344 -2.81874
H -0.04075 1.51214 -4.23527
H -2.70535 0.17234 -2.24622
H -2.48608 -1.41545 -3.02499
O -3.20333 3.30626 -1.85649
C -2.50297 3.95964 -1.08254
C -2.20801 5.45170 -1.35198
C -1.37036 5.85462 -0.15486
C -1.26816 4.54318 0.65542
O -0.66540 4.51299 1.72933
N -1.90405 3.51649 0.04581
H -3.15224 5.99069 -1.45053
H -1.68715 5.53191 -2.30838
H -1.82382 6.62276 0.47524
H -0.36228 6.19224 -0.40387

Cartesian forces (eV/Å) of the 2 atoms listed first:
0.045 -0.108 -0.039
-0.005 -0.023 0.013

The LUMO energy is 3.912 eV. The multiplicity is 1. Its energy is -104932.049 eV. The HOMO energy comes out at -0.78 eV. As for the charge: -2.



> Which value of charge does entry 2 give?

-2



> Look up the charge of the first one.

+2